{
  "formula": "C42H37BiGeN6O2S4",
  "method": "the ωB97M-V functional and the def2-TZVPD basis",
  "species": ["Bi", "C", "C", "C", "C", "C", "C", "H", "H", "H", "H", "H", "H", "C", "S", "C", "S", "N", "N", "C", "C", "C", "C", "C", "C", "N", "H", "H", "H", "H", "H", "H", "H", "H", "C", "Ge", "C", "C", "C", "C", "C", "C", "C", "C", "C", "C", "C", "C", "C", "C", "C", "C", "C", "C", "H", "H", "H", "H", "H", "H", "H", "H", "H", "H", "H", "H", "H", "H", "H", "N", "C", "C", "C", "C", "C", "C", "S", "O", "O", "N", "C", "S", "C", "C", "N", "H", "H", "H", "H", "H", "H", "H", "H"],
  "coordinates": [[-1.482, -2.265, -0.115], [-0.514, -3.688, 3.177], [0.590, -2.845, 3.208], [1.679, -3.100, 2.383], [1.669, -4.204, 1.540], [0.569, -5.053, 1.517], [-0.526, -4.792, 2.333], [-1.375, -3.471, 3.797], [0.593, -1.972, 3.848], [2.524, -2.422, 2.387], [2.512, -4.392, 0.884], [0.543, -5.896, 0.837], [-1.398, -5.432, 2.277], [-4.449, -4.609, -4.585], [-3.678, -5.601, -3.287], [-3.051, -4.339, -2.199], [-2.092, -4.886, -0.890], [-3.378, -3.126, -2.498], [-2.926, -2.114, -1.700], [-3.396, -0.901, -2.001], [-2.995, 0.181, -1.216], [-3.471, 1.497, -1.415], [-3.007, 2.483, -0.580], [-2.091, 2.193, 0.434], [-1.613, 0.880, 0.632], [-2.110, -0.111, -0.211], [-4.826, -5.314, -5.326], [-5.260, -4.014, -4.172], [-3.706, -3.946, -5.025], [-4.032, -0.800, -2.869], [-4.171, 1.690, -2.217], [-3.341, 3.506, -0.711], [-1.730, 2.987, 1.075], [-0.293, -0.495, 1.635], [-0.698, 0.512, 1.639], [0.260, 1.749, 2.672], [-0.907, 3.031, 3.629], [-2.223, 2.661, 3.912], [-3.064, 3.505, 4.629], [-2.600, 4.739, 5.070], [-1.298, 5.129, 4.782], [-0.463, 4.279, 4.065], [1.625, 2.834, 1.736], [2.767, 3.327, 2.369], [3.749, 4.007, 1.655], [3.594, 4.214, 0.291], [2.458, 3.737, -0.353], [1.490, 3.043, 0.361], [1.198, 0.805, 4.138], [2.496, 0.307, 4.023], [3.079, -0.432, 5.047], [2.367, -0.694, 6.209], [1.071, -0.209, 6.342], [0.499, 0.535, 5.318], [-2.586, 1.705, 3.543], [-4.085, 3.205, 4.838], [-3.255, 5.399, 5.627], [-0.934, 6.094, 5.115], [0.551, 4.593, 3.836], [2.891, 3.182, 3.438], [4.635, 4.373, 2.161], [4.360, 4.737, -0.270], [2.328, 3.905, -1.416], [0.621, 2.645, -0.154], [3.057, 0.482, 3.111], [4.091, -0.808, 4.938], [2.813, -1.280, 7.004], [0.503, -0.418, 7.241], [-0.513, 0.910, 5.432], [3.667, 2.956, -5.215], [2.585, 2.055, -5.253], [1.500, 2.223, -4.391], [0.425, 1.357, -4.442], [0.412, 0.317, -5.365], [1.479, 0.145, -6.229], [2.562, 1.014, -6.176], [-0.938, -0.844, -5.317], [-0.769, -1.698, -6.480], [-2.142, -0.052, -5.256], [-0.722, -1.552, -3.936], [0.094, -2.606, -3.762], [0.706, -3.685, -5.070], [1.537, -4.623, -3.874], [1.312, -4.105, -2.649], [0.528, -2.984, -2.582], [3.788, 3.398, -4.318], [4.532, 2.558, -5.544], [1.517, 3.032, -3.667], [-0.409, 1.461, -3.757], [1.457, -0.682, -6.928], [3.403, 0.880, -6.849], [2.130, -5.483, -4.145], [1.701, -4.512, -1.723]],
  "lowdin_charge": [1.3535, -0.1245, -0.1045, -0.0955, -0.1077, -0.1351, -0.1556, 0.1001, 0.0834, 0.0944, 0.0944, 0.0946, 0.0928, -0.4296, 0.7555, -1.1858, 0.3542, -0.0832, -0.3153, -0.1439, -0.3219, -0.0797, -0.1225, -0.1009, -0.4299, -0.1491, 0.0155, 0.0231, 0.0321, 0.1192, 0.0929, 0.0889, 0.0769, -0.0525, -0.2415, 0.9480, -0.2750, -0.1177, -0.0983, -0.1191, -0.1106, -0.1037, -0.2548, -0.1339, -0.1121, -0.1154, -0.0920, -0.0862, -0.2605, -0.1249, -0.1082, -0.1149, -0.1048, -0.1091, 0.1004, 0.0936, 0.0873, 0.0889, 0.0890, 0.0931, 0.0894, 0.0887, 0.0825, 0.0942, 0.0998, 0.0946, 0.0902, 0.0929, 0.0927, 0.0690, -0.3367, -0.0376, -0.0485, -0.2772, -0.0629, -0.0503, 0.5068, -0.4003, -0.3378, -0.1327, -0.6875, 0.9570, -0.4671, -0.3097, -0.0302, 0.0694, 0.0710, 0.0940, 0.1169, 0.1034, 0.0990, 0.0350, 0.0803],
  "orbital_gap_ev": [4.72, 4.59],
  "total_charge": -2,
  "e_homo_ev": [-0.7, -0.6],
  "total_energy_ha": -5986.01128,
  "relative_energy_kcal_mol": 0.0
}

---

{
  "formula": "C20H38F6O10",
  "method": "the ωB97M-V functional and the def2-TZVPD basis",
  "species": ["C", "C", "O", "C", "O", "C", "F", "F", "F", "H", "H", "H", "H", "H", "C", "C", "O", "C", "O", "C", "F", "F", "F", "H", "H", "H", "H", "H", "C", "O", "C", "C", "O", "C", "C", "O", "C", "H", "H", "H", "H", "H", "H", "H", "H", "H", "H", "H", "H", "H", "H", "C", "O", "C", "C", "O", "C", "C", "O", "C", "H", "H", "H", "H", "H", "H", "H", "H", "H", "H", "H", "H", "H", "H"],
  "coordinates": [[3.669, 5.268, 1.764], [5.097, 5.096, 1.290], [5.981, 6.193, 1.572], [5.770, 7.294, 0.881], [4.940, 7.473, 0.039], [6.739, 8.419, 1.311], [7.259, 9.017, 0.245], [6.039, 9.337, 2.008], [7.731, 7.989, 2.086], [3.578, 4.811, 2.757], [2.972, 4.731, 1.127], [3.340, 6.287, 1.945], [5.111, 4.886, 0.215], [5.602, 4.235, 1.722], [0.855, -2.510, 1.956], [2.151, -2.135, 1.286], [2.256, -0.688, 1.145], [2.712, -0.023, 2.191], [3.161, -0.472, 3.201], [2.666, 1.501, 1.937], [1.756, 1.827, 1.001], [2.394, 2.196, 3.038], [3.880, 1.869, 1.471], [0.969, -2.575, 3.037], [0.521, -3.487, 1.590], [0.011, -1.868, 1.701], [2.226, -2.491, 0.263], [3.016, -2.499, 1.836], [2.047, -2.406, -2.835], [1.166, -3.467, -2.686], [-0.002, -3.098, -1.998], [-0.840, -4.253, -1.568], [-0.016, -5.282, -1.071], [-0.731, -6.363, -0.542], [-1.279, -6.150, 0.854], [-2.445, -5.360, 0.843], [-3.139, -5.417, 2.075], [2.329, -1.920, -1.881], [1.635, -1.590, -3.449], [2.975, -2.776, -3.268], [-0.616, -2.401, -2.603], [0.226, -2.441, -1.140], [-1.491, -4.597, -2.387], [-1.504, -3.879, -0.782], [-0.042, -7.205, -0.486], [-1.570, -6.626, -1.201], [-0.502, -5.673, 1.471], [-1.470, -7.152, 1.272], [-3.533, -6.425, 2.248], [-3.973, -4.721, 2.006], [-2.500, -5.124, 2.915], [-7.197, 3.012, -2.659], [-5.850, 2.725, -2.911], [-5.177, 2.180, -1.786], [-3.824, 1.750, -2.280], [-3.150, 1.090, -1.219], [-1.873, 0.664, -1.606], [-1.109, -0.001, -0.478], [-1.628, -1.238, -0.044], [-2.834, -1.168, 0.684], [-7.619, 3.457, -3.560], [-7.333, 3.704, -1.819], [-7.794, 2.107, -2.465], [-5.755, 1.339, -1.376], [-5.117, 2.947, -1.005], [-3.255, 2.656, -2.543], [-3.875, 1.116, -3.169], [-1.282, 1.484, -2.036], [-1.963, -0.107, -2.398], [-0.947, 0.681, 0.369], [-0.126, -0.222, -0.905], [-3.056, -2.188, 1.010], [-3.665, -0.713, 0.157], [-2.694, -0.629, 1.639]],
  "lowdin_charge": [-0.0556, -0.1935, 0.0434, -0.4116, 0.1727, -0.5455, 0.1759, 0.1553, 0.1703, 0.0749, 0.0778, 0.0834, 0.1269, 0.1224, -0.0370, -0.1625, 0.0247, -0.4085, 0.1746, -0.5249, 0.1471, 0.1740, 0.1505, 0.0843, 0.0722, 0.0725, 0.1037, 0.1261, -0.1260, -0.1477, -0.2207, -0.1894, -0.1096, -0.1964, -0.2199, -0.1997, -0.1067, 0.0753, 0.0927, 0.0914, 0.1309, 0.0932, 0.1368, 0.1138, 0.1283, 0.1345, 0.1222, 0.1271, 0.0888, 0.0842, 0.0896, -0.1269, -0.1886, -0.2026, -0.1845, -0.1484, -0.2073, -0.2017, -0.2107, -0.0859, 0.0878, 0.0888, 0.0891, 0.1306, 0.1323, 0.1347, 0.1350, 0.1331, 0.1323, 0.1316, 0.1168, 0.0813, 0.0797, 0.0971],
  "orbital_gap_ev": 10.27,
  "smiles": "CCOC(=O)C(F)(F)F.CCOC(=O)C(F)(F)F.COCCOCCOC.COCCOCCOC",
  "e_homo_ev": -9.7,
  "total_energy_ha": -2136.36029,
  "relative_energy_kcal_mol": 0.0
}

---

{
  "formula": "C14H20N2O2S",
  "method": "the ωB97M-V functional and the def2-TZVPD basis",
  "species": ["C", "C", "C", "C", "C", "S", "C", "N", "C", "C", "C", "C", "C", "C", "C", "O", "N", "C", "O", "H", "H", "H", "H", "H", "H", "H", "H", "H", "H", "H", "H", "H", "H", "H", "H", "H", "H", "H", "H"],
  "coordinates": [[-4.933, 0.931, 0.915], [-3.439, 1.208, 0.770], [-3.188, 1.798, -0.641], [-2.500, -0.016, 1.080], [-2.687, -0.569, 2.480], [-0.759, 0.592, 1.032], [-0.413, -0.661, -0.162], [0.764, -0.874, -0.807], [1.984, -0.070, -0.558], [2.801, -0.611, 0.619], [4.184, -0.901, 0.013], [3.757, -1.483, -1.322], [2.971, -0.209, -1.740], [4.044, 0.910, -1.698], [4.799, 0.398, -0.477], [5.607, 0.962, 0.222], [-1.320, -1.490, -0.577], [-2.501, -1.178, 0.028], [-3.470, -1.887, -0.207], [-5.308, 0.344, 0.062], [-5.503, 1.851, 0.915], [-5.137, 0.450, 1.865], [-3.211, 2.017, 1.493], [-3.938, 2.557, -0.882], [-2.228, 2.274, -0.678], [-3.220, 1.070, -1.458], [-3.591, -1.216, 2.511], [-2.744, 0.273, 3.202], [-1.794, -1.200, 2.724], [0.837, -1.747, -1.291], [1.752, 0.966, -0.358], [2.366, -1.495, 1.025], [2.829, 0.138, 1.418], [4.847, -1.511, 0.633], [3.115, -2.369, -1.199], [4.572, -1.725, -2.046], [2.431, -0.259, -2.689], [3.567, 1.883, -1.620], [4.659, 0.849, -2.592]],
  "nbo_charge": [-0.6086, -0.2152, -0.6196, -0.1963, -0.6275, 0.2473, 0.3319, -0.5863, -0.0604, -0.4108, -0.3330, -0.4092, -0.2032, -0.5245, 0.5980, -0.5151, -0.5710, 0.6346, -0.5757, 0.2258, 0.2105, 0.2088, 0.2024, 0.2152, 0.2117, 0.2163, 0.2416, 0.2159, 0.2248, 0.4187, 0.2158, 0.2259, 0.2246, 0.2427, 0.2084, 0.2214, 0.2269, 0.2420, 0.2452],
  "orbital_gap_ev": 9.59,
  "smiles": "CC(C)[C@]1(C)SC(N[C@H]2C[C@H]3C[C@@H]2CC3=O)=NC1=O",
  "e_homo_ev": -9.2,
  "total_energy_ha": -1203.65356,
  "relative_energy_kcal_mol": 33.5
}